Formula: C44H34N11RuS2Si
Source: OMol25
Level of theory: ωB97M-V/def2-TZVPD

The HOMO energy (spin up / spin down) comes out at -5.992 / -6.447 eV. The expectation value of S² is 8.804. The energy relative to the best compared isomer or geometry (same formula, charge and spin) comes out at 13.8 kcal per mole. The orbital gap (spin up / spin down) is 5.0 / 4.2 eV. As for the multiplicity: 6.

Positions of all 93 atoms, in Å:
Ru1 1.101 -0.163 0.128
C1 3.951 1.224 -5.487
C2 3.685 -0.111 -5.777
C3 3.235 -0.986 -4.796
C4 3.065 -0.489 -3.520
C5 2.565 -1.096 -2.282
N1 2.359 -2.365 -2.091
C6 1.818 -2.850 -0.965
C7 1.798 -4.246 -0.613
C8 2.318 -5.381 -1.226
C9 2.124 -6.600 -0.604
C10 1.423 -6.696 0.607
C11 0.888 -5.577 1.214
C12 1.072 -4.346 0.592
C13 0.667 -3.012 0.940
N2 -0.071 -2.707 2.020
C14 -0.242 -1.497 2.458
N3 0.417 -0.374 2.029
C15 -0.002 0.707 2.764
N4 0.571 1.869 2.791
C16 1.585 2.182 1.965
N5 1.792 1.648 0.726
C17 2.875 2.259 0.158
N6 3.274 2.109 -1.116
C18 2.989 1.061 -1.820
N7 2.484 -0.120 -1.324
C19 3.321 0.858 -3.232
C20 3.770 1.729 -4.206
C21 3.445 3.182 1.103
C22 4.619 3.928 1.101
C23 4.928 4.651 2.238
C24 4.085 4.642 3.356
C25 2.918 3.900 3.371
C26 2.611 3.152 2.241
C27 -1.050 0.268 3.689
C28 -1.819 0.958 4.605
C29 -2.706 0.226 5.385
C30 -2.818 -1.154 5.236
C31 -2.054 -1.843 4.304
C32 -1.166 -1.118 3.532
N8 1.110 -2.145 -0.032
H1 4.291 1.881 -6.277
H2 3.815 -0.475 -6.788
H3 3.000 -2.017 -5.020
H4 2.854 -5.302 -2.162
H5 2.541 -7.494 -1.048
H6 1.299 -7.663 1.076
H7 0.351 -5.645 2.151
H8 3.958 2.768 -3.971
H9 5.274 3.909 0.240
H10 5.845 5.226 2.274
H11 4.353 5.224 4.228
H12 2.267 3.889 4.235
H13 -1.719 2.030 4.707
H14 -3.311 0.735 6.124
H15 -3.514 -1.700 5.860
H16 -2.142 -2.915 4.183
C33 -1.281 4.311 0.641
Si1 -2.894 3.459 0.162
C34 -3.451 3.749 -1.625
C35 -4.284 4.100 1.278
C36 -2.765 1.573 0.357
C37 -3.682 0.831 1.086
C38 -3.577 -0.552 1.166
C39 -2.500 -1.162 0.555
N9 -1.556 -0.488 -0.106
C40 -1.700 0.849 -0.238
S1 -0.490 1.596 -1.223
H17 -1.460 5.306 1.058
H18 -0.618 4.415 -0.214
H19 -0.754 3.724 1.394
H20 -3.637 4.808 -1.816
H21 -4.378 3.207 -1.825
H22 -2.694 3.407 -2.332
H23 -4.287 5.191 1.273
H24 -4.172 3.776 2.315
H25 -5.265 3.772 0.928
H26 -4.487 1.338 1.608
H27 -4.300 -1.145 1.709
H28 -2.368 -2.237 0.603
C41 -1.007 -3.819 -2.706
N10 -2.005 -2.783 -2.745
C42 -3.357 -2.968 -2.505
C43 -3.966 -1.778 -2.649
N11 -2.981 -0.867 -2.981
C44 -1.763 -1.472 -3.020
S2 -0.327 -0.716 -3.393
H29 -1.256 -4.617 -3.407
H30 -0.924 -4.237 -1.702
H31 -0.050 -3.383 -2.985
H32 -3.766 -3.933 -2.262
H33 -5.002 -1.506 -2.566
H34 -3.094 0.123 -3.110

Atoms 1-3, force components in eV/Å:
-0.74 0.99 -0.38
0.00 -0.01 -0.04
0.00 -0.01 -0.05

Here are the Löwdin charges for atoms 1 to 5, given in e:
1. Ru 1.362
2. C -0.064
3. C -0.063
4. C -0.004
5. C -0.127



Formula: C3H3FeO2
Source: OMol25
Level of theory: ωB97M-V/def2-TZVPD

The HOMO energy (spin up / spin down) comes out at -16.233 / -19.790 eV. The expectation value of S² is 8.754. Its total charge is +2. The energy relative to the best compared isomer or geometry (same formula, charge and spin) comes out at 41.4 kcal per mole. The orbital gap (spin up / spin down) is 5.5 / 9.1 eV. As for the multiplicity: 6.

Positions of all 9 atoms, in Å:
O1 0.163 -0.920 -0.069
C1 1.271 -0.520 -0.023
O2 2.440 -0.614 0.000
Fe1 4.347 0.227 -0.081
C2 -2.054 -0.204 0.087
C3 -2.991 -1.069 0.029
H1 -1.757 0.840 0.176
H2 -3.997 -0.622 0.118
H3 -2.878 -2.152 -0.084

Atoms 1-3, force components in eV/Å:
1.49 2.32 0.17
-1.51 -4.05 -0.21
-1.25 1.25 0.09

Here are the Löwdin charges for atoms 1 to 5, given in e:
1. O 0.240
2. C -0.239
3. O 0.000
4. Fe 1.090
5. C 0.319



Formula: C6H3NO
Source: OMol25
Level of theory: ωB97M-V/def2-TZVPD

The HOMO energy comes out at -9.956 eV. The energy relative to the best compared isomer or geometry (same formula, charge and spin) comes out at 72.6 kcal per mole. The orbital gap is 9.0 eV. As for the SMILES: C#CC1=NC(=O)C=C1.

Positions of all 11 atoms, in Å:
C1 -0.346 1.420 1.161
C2 -1.352 0.132 1.282
C3 -0.824 -0.754 0.550
C4 0.252 0.022 -0.448
C5 1.054 -0.414 -1.552
C6 2.005 -0.972 -2.237
H1 -2.246 0.231 1.850
H2 -1.351 -1.538 0.206
H3 2.774 -1.607 -2.700
N1 0.536 1.149 0.002
O1 -0.502 2.332 1.886

Atoms 1-3, force components in eV/Å:
-2.26 -2.78 -0.57
1.62 4.19 1.32
2.09 0.70 -3.97

Here are the Löwdin charges for atoms 1 to 5, given in e:
1. C -0.358
2. C 0.012
3. C -0.004
4. C -0.275
5. C -0.034



Formula: C4H7N3
Source: OMol25
Level of theory: ωB97M-V/def2-TZVPD

The HOMO energy comes out at -8.771 eV. The energy relative to the best compared isomer or geometry (same formula, charge and spin) comes out at 67.0 kcal per mole. The orbital gap is 9.6 eV. As for the SMILES: [H]/N=C(\C#N)NCC.

Positions of all 14 atoms, in Å:
C1 -1.621 0.493 -0.568
C2 -1.058 -0.680 0.570
N1 0.171 0.056 0.551
C3 1.209 -0.255 -0.223
N2 1.331 -1.416 -0.748
C4 2.147 0.857 -0.361
N3 2.881 1.746 -0.448
H1 -0.948 1.313 -0.999
H2 -2.463 1.025 -0.168
H3 -1.824 -0.135 -1.420
H4 -0.953 -1.675 0.103
H5 -1.201 -0.946 1.671
H6 0.059 0.959 0.967
H7 2.225 -1.502 -1.212

Atoms 1-3, force components in eV/Å:
-1.51 -1.18 0.52
0.76 1.39 -1.37
2.43 -0.74 1.98

Here are the Löwdin charges for atoms 1 to 5, given in e:
1. C -0.030
2. C -0.118
3. N -0.097
4. C -0.503
5. N 0.133



Formula: C29H17F10N7PtS
Source: OMol25
Level of theory: ωB97M-V/def2-TZVPD

The HOMO energy (spin up / spin down) comes out at -6.708 / -6.889 eV. The expectation value of S² is 2.050. The orbital gap (spin up / spin down) is 5.6 / 5.6 eV. As for the multiplicity: 3.

Positions of all 65 atoms, in Å:
Pt1 0.455 0.225 -0.038
C1 -3.344 -1.546 1.560
N1 -2.030 -0.955 1.455
C2 -0.988 -1.727 2.097
C3 -0.540 -2.939 1.268
N2 0.065 -2.701 -0.041
C4 1.897 -2.488 -1.636
C5 2.876 -1.711 -2.138
F1 3.554 -0.818 -1.408
C6 3.301 -1.847 -3.479
F2 4.216 -1.022 -3.971
C7 2.791 -2.882 -4.294
F3 3.259 -3.003 -5.535
C8 1.853 -3.724 -3.812
F4 1.373 -4.718 -4.569
C9 1.242 -3.580 -2.466
F5 -1.091 -4.224 -2.087
C10 -2.018 0.484 1.667
C11 -2.320 1.278 0.398
N3 -1.217 1.268 -0.573
C12 -1.433 1.655 -1.861
C13 -2.667 1.780 -2.543
F6 -3.845 1.476 -1.950
C14 -2.782 2.183 -3.863
F7 -3.998 2.248 -4.419
C15 -1.674 2.481 -4.624
F8 -1.785 2.844 -5.909
C16 -0.441 2.381 -4.010
F9 0.667 2.686 -4.696
C17 -0.337 2.003 -2.688
F10 0.910 2.023 -2.173
H1 -3.730 -1.537 2.595
H2 -3.330 -2.580 1.212
H3 -4.052 -1.008 0.930
H4 -1.307 -2.117 3.081
H5 -0.130 -1.077 2.272
H6 -1.393 -3.604 1.117
H7 0.190 -3.507 1.850
H8 -1.031 0.779 2.029
H9 -2.748 0.777 2.438
H10 -2.524 2.314 0.697
H11 -3.244 0.885 -0.020
S1 3.356 -6.489 2.398
N4 2.498 -6.300 1.037
C18 2.392 -5.005 0.829
C19 1.794 -4.344 -0.317
C20 1.519 -4.774 -1.546
C21 -0.292 -3.236 -2.638
C22 -0.603 -1.886 -2.018
N5 -0.471 -1.641 -0.771
C23 1.520 -2.837 -0.219
C24 2.263 -2.078 0.853
N6 2.072 -0.746 0.881
C25 2.753 -0.035 1.787
C26 3.581 -0.616 2.733
C27 3.699 -1.989 2.767
C28 3.029 -2.741 1.809
C29 3.043 -4.213 1.822
N7 3.623 -4.931 2.758
H12 1.550 -5.796 -1.894
H13 -0.536 -3.217 -3.700
H14 -0.935 -1.062 -2.641
H15 2.596 1.034 1.758
H16 4.097 0.009 3.446
H17 4.294 -2.491 3.519

Atoms 1-3, force components in eV/Å:
-0.09 0.20 -0.17
0.02 0.02 0.06
-0.11 -0.08 -0.05

Here are the Löwdin charges for atoms 1 to 5, given in e:
1. Pt 0.940
2. C -0.079
3. N -0.243
4. C -0.193
5. C -0.101



Formula: C14H11AsCl2NOReS5
Source: OMol25
Level of theory: ωB97M-V/def2-TZVPD

The HOMO energy (spin up / spin down) comes out at -11.167 / -11.316 eV. The expectation value of S² is 0.765. Its total charge is +1. The orbital gap (spin up / spin down) is 6.6 / 6.7 eV. As for the multiplicity: 2.

Positions of all 36 atoms, in Å:
Re1 0.369 0.765 -1.160
O1 -0.484 -0.830 -1.902
N1 0.291 -1.913 -2.254
C1 -0.376 -2.984 -2.723
C2 0.324 -4.098 -3.093
C3 1.717 -4.088 -2.977
C4 2.362 -2.974 -2.493
C5 1.624 -1.852 -2.106
S1 2.318 -0.385 -1.469
H1 -1.449 -2.866 -2.774
H2 -0.209 -4.957 -3.470
H3 2.290 -4.955 -3.276
H4 3.438 -2.931 -2.399
S2 -1.488 5.545 0.301
As1 -1.936 3.400 0.607
S3 0.686 2.897 -1.736
S4 -1.361 2.634 -1.541
S5 -0.084 4.307 1.296
C6 0.163 0.779 0.759
C7 0.037 0.866 1.976
C8 -0.078 0.975 3.381
C9 1.065 0.838 4.181
C10 0.955 0.963 5.553
C11 -0.281 1.217 6.133
C12 -1.417 1.352 5.345
C13 -1.323 1.238 3.971
H5 2.020 0.637 3.718
H6 1.834 0.862 6.175
H7 -0.359 1.312 7.208
H8 -2.376 1.548 5.804
H9 -2.201 1.339 3.348
Cl1 0.339 0.788 -4.472
C14 -1.339 0.362 -4.863
Cl2 -1.483 -1.299 -5.445
H10 -1.668 1.034 -5.648
H11 -1.919 0.474 -3.955

Atoms 1-3, force components in eV/Å:
0.04 0.35 0.07
-0.07 -0.17 -0.06
0.20 0.14 0.08

Here are the Löwdin charges for atoms 1 to 5, given in e:
1. Re 0.673
2. O -0.355
3. N -0.157
4. C -0.032
5. C -0.017